1.
24
Properties=species:S:1:pos:R:3:lowdin_charge:R:1 method="wB97M-V/def2-TZVPD" energy_ha=-442.17901 gap_ev=11.7 total_charge=+1 multiplicity=1
C 1.408 1.867 0.188 -0.07
C 1.413 0.352 0.011 -0.35
C 1.417 -0.085 -1.496 -0.12
C 0.321 -1.182 -1.835 -0.18
O 0.452 -2.249 -0.858 -0.09
N 0.183 -0.285 0.708 0.12
H 0.921 2.303 1.151 0.12
H 0.707 2.373 -0.599 0.11
H 2.397 2.205 -0.035 0.07
H 2.311 -0.050 0.662 0.18
H 1.264 0.741 -2.235 0.13
H 2.391 -0.578 -1.628 0.12
H -0.715 -0.739 -1.690 0.11
H 0.529 -1.609 -2.900 0.16
H 1.257 -2.688 -0.819 0.07
H 0.277 -1.321 0.645 0.11
H 0.130 0.080 1.775 0.18
H -0.794 -0.043 0.058 0.21
H -2.165 -0.717 3.162 0.14
H -1.879 0.887 3.606 0.04
O -1.487 0.101 3.219 -0.12
H -3.164 0.345 -1.139 0.04
H -4.027 -0.008 0.226 0.10
O -3.144 0.299 -0.176 -0.09

2.
8
Properties=species:S:1:pos:R:3:lowdin_charge:R:1 method="wB97M-V/def2-TZVPD" energy_ha=-3622.34339 gap_ev=7.9 total_charge=-1 multiplicity=1
C 1.306 0.223 0.335 -0.94
C -0.057 -0.166 0.304 -0.71
O 2.424 -0.174 0.077 0.01
F 0.363 0.560 -1.980 -0.60
S 0.632 1.576 1.195 0.76
S -1.141 -0.084 -1.053 0.48
Br -2.903 -1.106 0.061 -0.03
H -0.624 -0.829 1.062 0.03

3.
71
Properties=species:S:1:pos:R:3:lowdin_charge:R:1 method="wB97M-V/def2-TZVPD" energy_ha=-3046.58174 gap_ev=9.8 multiplicity=1
C -1.073 1.181 3.993 0.01
C -1.394 0.088 4.985 -0.56
O -2.513 -0.381 5.085 0.03
N -0.356 -0.303 5.777 0.00
C -0.420 -1.463 6.639 -0.07
H -1.446 2.133 4.369 0.09
H -1.531 0.940 3.037 0.07
H 0.006 1.261 3.847 0.07
H 0.502 0.209 5.677 0.13
H 0.440 -2.116 6.495 0.08
H -1.336 -1.996 6.392 0.08
H -0.480 -1.178 7.691 0.08
C 2.435 -0.796 -3.060 -0.13
C 3.214 0.369 -3.599 -0.16
O 2.698 0.491 -4.927 -0.17
S 1.105 0.427 -4.813 0.59
O 0.624 -0.211 -5.981 -0.20
O 0.579 1.681 -4.407 -0.21
O 1.078 -0.571 -3.559 -0.24
H 2.448 -0.948 -1.986 0.13
H 2.645 -1.733 -3.579 0.14
H 4.283 0.183 -3.634 0.14
H 2.992 1.289 -3.050 0.12
C 2.211 4.355 1.921 -0.16
C 1.835 5.512 1.012 -0.14
O 1.369 6.578 1.860 -0.18
S 1.410 6.166 3.389 0.56
O 0.138 5.697 3.770 -0.22
O 2.041 7.163 4.149 -0.20
O 2.413 4.947 3.219 -0.18
H 3.147 3.857 1.691 0.14
H 1.411 3.619 1.984 0.10
H 1.046 5.261 0.302 0.12
H 2.634 5.899 0.379 0.13
C -0.923 1.122 -1.654 -0.14
C -1.509 1.709 -0.408 -0.12
O -0.421 2.562 0.040 -0.19
S 0.977 1.835 -0.260 0.56
O 1.562 1.300 0.912 -0.21
O 1.734 2.739 -1.056 -0.22
O 0.369 0.698 -1.173 -0.22
H -0.782 1.825 -2.475 0.12
H -1.389 0.237 -2.081 0.13
H -1.686 0.983 0.384 0.11
H -2.419 2.291 -0.533 0.14
C -0.981 -3.134 2.127 -0.15
C 0.130 -3.416 1.108 -0.16
C 0.468 -2.024 0.594 -0.22
O -0.692 -1.243 0.806 -0.18
C -1.761 -2.039 1.391 -0.15
H -0.579 -2.598 2.990 0.11
H -1.519 -4.045 2.371 0.12
H -0.328 -4.034 0.328 0.11
H 0.936 -4.008 1.537 0.11
H 0.764 -2.072 -0.460 0.10
H 1.308 -1.587 1.142 0.12
H -2.339 -2.452 0.561 0.12
H -2.258 -1.350 2.066 0.11
C -1.580 -2.849 -3.089 -0.16
C -2.550 -2.446 -4.195 -0.17
C -2.503 -3.679 -5.060 -0.20
O -1.106 -4.031 -5.092 -0.14
C -0.465 -3.473 -3.938 -0.20
H -2.004 -3.655 -2.489 0.11
H -1.248 -2.002 -2.492 0.09
H -2.254 -1.551 -4.748 0.12
H -3.543 -2.178 -3.820 0.11
H -2.814 -3.568 -6.097 0.12
H -3.068 -4.513 -4.627 0.12
H 0.238 -2.708 -4.269 0.09
H 0.079 -4.260 -3.411 0.12

Per-record HOMO, eV: -14.6 -4.6 -9.6
Per-record relative energy (zero: lowest compared OMol25 entry of this formula, charge and spin), kcal/mol: 53.7 8.1 4.0